<P>
Below is a molecular structure, C6H15N2O, with properties calculated with ωB97M-V/def2-TZVPD.

Summary:
multiplicity	1
net charge	+1

Last column: natural (NBO) charge in e.
Positions of all 24 atoms, in Å:
C -1.19 2.27 0.34  -0.634
C 1.83 0.45 -1.14  -0.620
C 0.15 -2.49 0.29  -0.619
C -0.48 1.12 1.03  -0.240
C 0.32 0.18 -1.13  -0.261
C 0.40 -1.15 0.96  -0.243
N -1.95 -0.83 -0.01  0.451
N -0.21 -0.06 0.20  -0.220
O -2.31 -0.74 -1.07  -0.073
H -2.12 1.95 -0.13  0.211
H -1.44 3.01 1.09  0.256
H -0.57 2.76 -0.40  0.225
H 2.09 1.26 -0.46  0.221
H 2.39 -0.44 -0.87  0.221
H 2.13 0.74 -2.14  0.251
H 0.65 -2.59 -0.66  0.224
H 0.48 -3.30 0.94  0.259
H -0.93 -2.63 0.15  0.206
H -1.09 0.78 1.87  0.227
H 0.48 1.48 1.44  0.232
H 0.11 -0.68 -1.76  0.226
H -0.20 1.04 -1.56  0.235
H 1.48 -0.97 1.07  0.235
H -0.04 -1.15 1.95  0.230

<Q>
Below is a gas-phase ion, C6H15N2O (charge +1), with properties calculated with ωB97M-V/def2-TZVPD.

Summary:
multiplicity	1
structure (SMILES)	C[C@H]([C@@H](C)C=[NH2+])[N@H+](C)[O-]
net charge	+1

Last column: natural (NBO) charge in e.
Positions of all 24 atoms, in Å:
C 1.40 -1.34 -0.40  -0.648
C 0.48 -0.18 0.12  -0.041
C -0.93 -0.12 -0.31  -0.294
C -1.74 -1.36 -0.08  -0.638
C -1.71 0.97 0.49  0.385
N -2.72 1.69 -0.01  -0.672
N 1.12 1.09 -0.29  -0.060
C 2.51 1.25 0.26  -0.430
O 0.30 2.15 -0.04  -0.639
H 0.97 -1.84 -1.35  0.233
H 1.63 -2.10 0.36  0.252
H 2.37 -1.07 -0.64  0.231
H 0.45 -0.15 1.19  0.216
H -0.96 0.26 -1.31  0.236
H -1.72 -1.87 0.97  0.243
H -1.39 -2.16 -0.69  0.247
H -2.79 -1.24 -0.40  0.238
H -1.75 0.95 1.57  0.219
H -3.41 2.24 0.61  0.439
H -3.05 1.69 -0.93  0.418
H 1.43 1.04 -1.26  0.377
H 2.67 0.68 1.20  0.221
H 3.19 1.08 -0.48  0.212
H 2.51 2.24 0.59  0.257

Most stable: <P>. Least stable: <Q>.

<P>
Below is 2 unconnected molecules or ions with the total composition C6H15N2O, with properties calculated with ωB97M-V/def2-TZVPD.

Summary:
multiplicity	1
net charge	+1

Last column: natural (NBO) charge in e.
Positions of all 24 atoms, in Å:
C -0.06 1.63 -0.31  0.247
C 0.77 -3.11 0.20  -0.589
C -0.03 -0.77 2.07  -0.725
C -1.90 2.15 -1.94  -0.432
C 0.61 -1.58 -0.25  -0.520
C 0.85 -0.59 0.89  0.698
N -0.98 1.34 -1.13  -0.567
N 0.26 2.84 0.16  -0.814
O 2.00 0.00 0.98  -0.605
H 0.72 -3.64 -0.76  0.237
H 0.00 -3.52 0.80  0.225
H 1.77 -3.31 0.54  0.224
H -0.94 -1.35 1.83  0.255
H -0.17 0.23 2.32  0.265
H 0.65 -1.42 2.76  0.281
H -2.72 2.62 -1.37  0.213
H -1.24 2.89 -2.34  0.212
H -2.30 1.59 -2.69  0.221
H -0.42 -1.54 -0.61  0.232
H 1.25 -1.50 -1.05  0.228
H -1.19 0.32 -1.08  0.395
H 0.99 2.85 0.83  0.408
H -0.32 3.74 -0.01  0.399
H 2.42 0.11 0.15  0.512

<Q>
Below is 2 unconnected molecules or ions with the total composition C6H15N2O, with properties calculated with ωB97M-V/def2-TZVPD.

Summary:
multiplicity	1
net charge	+1

Last column: natural (NBO) charge in e.
Positions of all 24 atoms, in Å:
C 2.80 -2.23 0.29  0.451
C -2.31 0.28 -1.45  -0.619
C -0.84 2.24 -0.96  -0.603
C -0.27 0.68 1.89  -0.720
C -1.68 1.14 -0.31  -0.312
C -0.66 0.35 0.47  0.534
N 2.02 -1.77 1.15  -0.742
N -0.07 -0.64 -0.13  -0.691
O 4.07 -2.75 0.49  -0.633
H -3.17 0.90 -1.87  0.249
H -1.79 0.21 -2.41  0.220
H -2.50 -0.64 -1.09  0.208
H -0.29 2.90 -0.26  0.230
H -1.56 3.00 -1.48  0.257
H -0.16 1.61 -1.56  0.215
H 0.78 1.07 1.99  0.277
H -0.52 -0.24 2.52  0.276
H -1.00 1.44 2.30  0.259
H 2.40 -2.34 -0.77  0.144
H -2.55 1.38 0.23  0.249
H 2.36 -1.68 2.06  0.388
H 4.42 -2.67 -0.37  0.488
H 0.76 -1.12 0.32  0.439
H -0.23 -1.14 -1.04  0.434

<R>
Below is a molecular structure, C6H15N2O, with properties calculated with ωB97M-V/def2-TZVPD.

Summary:
multiplicity	1
net charge	+1

Last column: natural (NBO) charge in e.
Positions of all 24 atoms, in Å:
C 0.52 -1.98 1.47  -0.110
C 0.52 -0.73 0.67  0.355
C 0.12 -0.86 -2.18  -0.639
C -2.35 0.98 0.01  -0.436
C 2.18 1.23 0.74  -0.386
C -0.73 -0.50 -0.91  -0.024
N -1.06 0.83 -0.62  -0.622
N 0.85 0.62 1.17  -0.650
O 1.48 -1.61 0.52  -0.459
H 0.81 -1.98 2.58  0.203
H -0.25 -2.62 1.28  0.192
H 0.14 0.10 -2.64  0.203
H -0.36 -1.62 -2.79  0.247
H 1.06 -1.34 -1.86  0.253
H -2.47 0.36 0.93  0.229
H -2.58 2.04 0.26  0.235
H -3.17 0.72 -0.72  0.229
H 2.00 1.34 -0.34  0.197
H 2.31 2.17 1.26  0.234
H 2.96 0.58 0.87  0.226
H -1.42 -1.31 -0.59  0.231
H -0.87 1.45 -1.43  0.424
H -0.09 1.18 0.29  0.436
H 0.39 0.95 2.04  0.431

Most stable: <Q>. Least stable: <R>.

<P>
Below is 2 unconnected molecules or ions with the total composition C5H14, with properties calculated with ωB97M-V/def2-TZVPD.

Summary:
⟨S²⟩	0.753
multiplicity	2
net charge	+1

Last column: natural (NBO) charge in e.
Positions of all 19 atoms, in Å:
C -1.04 -1.16 -1.41  -0.615
C -0.95 0.00 -2.41  -0.621
H -1.53 -0.84 -0.51  0.179
H -1.51 -2.02 -1.87  0.240
H -0.07 -1.56 -1.14  0.191
H -1.84 0.65 -2.38  0.216
H -0.13 0.67 -2.22  0.188
H -0.93 -0.33 -3.46  0.237
C 0.30 0.42 1.65  -0.361
C 0.74 1.61 0.84  -0.571
C 0.99 -0.83 1.45  -0.605
H -0.81 0.22 1.60  0.350
H 0.28 0.83 2.72  0.415
H 1.75 1.51 0.45  0.256
H 0.00 1.55 0.04  0.324
H 0.34 -1.69 1.37  0.273
H 0.67 2.56 1.37  0.261
H 1.68 -0.94 2.35  0.358
H 1.79 -0.83 0.68  0.285

<Q>
Below is 2 unconnected molecules or ions with the total composition C5H14, with properties calculated with ωB97M-V/def2-TZVPD.

Summary:
⟨S²⟩	0.753
multiplicity	2
net charge	+1

Last column: natural (NBO) charge in e.
Positions of all 19 atoms, in Å:
C 0.86 0.81 1.28  -0.241
C 1.39 -0.69 0.77  -0.382
C 1.31 1.99 0.57  -0.642
H 1.22 0.82 2.31  0.293
H -0.22 0.65 1.16  0.288
H 0.94 -0.82 -0.22  0.260
H 2.48 -0.61 0.71  0.256
H 0.86 2.13 -0.42  0.280
H 2.39 2.12 0.56  0.270
H 1.00 -1.40 1.49  0.253
H 0.79 2.83 1.10  0.359
C -1.63 -1.74 -1.44  -0.614
C -1.81 -0.26 -1.03  -0.611
H -2.59 -2.24 -1.50  0.231
H -1.08 -1.84 -2.38  0.216
H -1.11 -2.32 -0.67  0.189
H -0.92 0.31 -1.29  0.175
H -2.68 0.18 -1.49  0.237
H -1.93 -0.28 0.06  0.186

Most stable: <Q>. Least stable: <P>.